(1)
Density functional theory data (the ωB97M-V functional and the def2-TZVPD basis) for a 2-piece molecular cluster, C12H27N5O8P overall.

```
53
Properties=species:S:1:pos:R:3
O -2.8601 -1.7765 -1.2571
O -0.9304 3.9628 -1.7046
O 0.3608 -3.7926 1.9124
O -1.2925 1.0628 -0.0086
O -1.0722 6.1401 -1.1174
O -1.6619 1.6442 2.3333
O -2.7442 3.0096 0.4666
O -0.0706 3.0865 0.8752
C -2.7268 -1.7425 -0.0398
C -0.7868 4.8413 -0.8692
C 0.1430 -3.9422 0.7175
C 2.9961 0.2255 -2.0393
N 1.9431 0.7552 -2.6002
N 0.4721 -5.0539 0.0526
N 3.0516 -0.0414 -0.7450
N -1.6377 -2.1973 0.5881
N 4.0161 -0.0472 -2.8047
C -3.8394 -1.2000 0.8279
C 1.0743 -6.2337 0.6750
C -0.7984 5.2790 1.6592
C -0.1569 4.4873 0.5080
C 2.0014 0.2387 0.2564
C 1.2278 -1.0201 0.6785
C 0.5362 -1.7308 -0.5027
C -0.4863 -2.8106 -0.0969
P -1.4518 2.2167 0.8856
H -1.4469 6.1582 -2.0132
H -0.8825 1.0886 2.4254
H -3.3394 2.2771 0.2646
H 1.9118 0.9575 -3.5812
H 1.1271 0.9457 -2.0345
H 0.2442 -5.1005 -0.9278
H 3.9000 -0.4557 -0.3985
H -1.6301 -2.1762 1.5972
H 3.9727 0.1572 -3.7862
H 4.8489 -0.4506 -2.4156
H -4.5986 -0.7538 0.1868
H -3.4435 -0.4511 1.5087
H -4.2804 -2.0182 1.3941
H 1.0585 -7.0784 -0.0158
H 2.1065 -6.0207 0.9590
H 0.5159 -6.5037 1.5748
H -1.8781 5.1113 1.7087
H -0.3536 4.9876 2.6157
H -0.6316 6.3520 1.5193
H 0.8750 4.8419 0.4311
H 1.2978 0.9808 -0.1216
H 2.4701 0.6650 1.1456
H 1.9178 -1.7128 1.1614
H 0.4791 -0.7216 1.4118
H 0.0192 -0.9880 -1.1119
H 1.2978 -2.1965 -1.1294
H -0.8638 -3.2560 -1.0193
```

## Properties
gap between HOMO and LUMO: 0.3246 Eh
E: -1690.50062 Ha
charge: +1
F_max: 3.1 eV/Å
highest occupied orbital energy: -0.4224 Eh
LUMO: -2.661 eV

=====

(2)
Density functional theory data (the ωB97M-V functional and the def2-TZVPD basis) for one molecule with the formula C7H6O.

```
14
Properties=species:S:1:pos:R:3
C 0.9829 3.6641 -0.0304
C 1.0944 2.3637 0.1587
C 0.9925 0.8245 0.0836
C -0.1820 0.1752 0.5316
C -0.1195 -1.2885 0.1797
O 0.9927 -1.5355 -0.7993
C -1.3571 -1.7663 0.0187
C -2.6649 -1.8093 0.0408
H 1.1872 4.8156 -0.3301
H 1.8882 0.3619 -0.5423
H -0.9744 0.4847 1.2986
H 0.4037 -1.7302 1.1629
H 0.6601 -2.3198 -1.1101
H -3.5835 -2.3088 0.0196
```

## Properties
ΔE to the lowest compared entry with this formula, charge and spin: 157.6 kcal per mole
gap between HOMO and LUMO: 0.3329 Eh
E: -345.27403 Ha
SMILES: C#C/C=C/[C@H](O)C#C
F_max: 12.5 eV/Å
highest occupied orbital energy: -0.3229 Eh
LUMO: 0.271 eV

=====

(3)
Density functional theory data (the ωB97M-V functional and the def2-TZVPD basis) for one molecule with the formula C20H21N3O3.

```
47
Properties=species:S:1:pos:R:3
C -0.8908 4.3960 -2.3049
C 0.0502 3.4546 -3.0495
N 0.5088 2.3895 -2.1786
C -0.2365 1.2849 -2.0002
C 0.0724 0.2587 -1.1594
C -0.9061 -0.8744 -1.1263
O -1.9275 -0.8431 -1.7988
N -0.5600 -1.8973 -0.3317
C -1.4111 -3.0451 -0.1254
C -2.0258 -3.0401 1.2522
C -2.6893 -1.9130 1.7065
C -3.2520 -1.8730 2.9705
C -3.1500 -2.9791 3.7917
C -2.4937 -4.1186 3.3569
C -1.9264 -4.1608 2.0886
O -1.2654 -5.2436 1.5795
C -1.1249 -6.3872 2.3841
C 1.2789 0.3091 -0.3565
O 1.6412 -0.5581 0.4400
C 2.0703 1.5259 -0.5702
C 3.2683 1.7339 0.1192
C 3.9913 2.8851 -0.0962
C 3.5050 3.8276 -1.0088
C 4.2379 5.0992 -1.2921
N 2.3738 3.6465 -1.6666
C 1.6691 2.5349 -1.4642
H -1.2330 5.1817 -2.9722
H -1.7560 3.8536 -1.9302
H -0.3723 4.8520 -1.4654
H -0.4589 3.0054 -3.9049
H 0.9319 4.0001 -3.3886
H -1.1483 1.2102 -2.5791
H 0.2837 -1.7984 0.2278
H -0.8318 -3.9600 -0.2670
H -2.1986 -2.9914 -0.8848
H -2.7648 -1.0588 1.0500
H -3.7666 -0.9867 3.3091
H -3.5836 -2.9653 4.7809
H -2.4299 -4.9688 4.0178
H -2.0968 -6.8197 2.6440
H -0.5657 -6.1708 3.3003
H -0.5647 -7.1017 1.7825
H 3.5961 0.9720 0.8109
H 4.9185 3.0646 0.4251
H 5.1668 5.1482 -0.7318
H 3.6130 5.9503 -1.0277
H 4.4533 5.1710 -2.3562
```

## Properties
ΔE to the lowest compared entry with this formula, charge and spin: 37.1 kcal per mole
gap between HOMO and LUMO: 0.3057 Eh
E: -1164.77201 Ha
SMILES: CCn1cc(C(=O)NCc2ccccc2OC)c(=O)c2ccc(C)nc21
F_max: 0.9 eV/Å
highest occupied orbital energy: -0.3045 Eh
LUMO: 0.033 eV

=====

(4)
Density functional theory data (the ωB97M-V functional and the def2-TZVPD basis) for C40H34BrFIMnN9O3 as an isolated structure.

```
90
Properties=species:S:1:pos:R:3
Mn 0.6376 0.7484 -0.1113
C -0.1728 4.1718 -2.7150
C 0.2230 2.9046 -2.2983
N -0.0473 2.4984 -1.0614
C -0.7016 3.3321 -0.2302
C -1.0693 4.5940 -0.6721
N -0.8045 5.0075 -1.9060
C -1.0084 2.7637 1.1024
C -1.6655 3.4061 2.1268
C -1.9254 2.7219 3.3243
C -1.5276 1.3828 3.4026
C -0.8706 0.7898 2.3434
N -0.6075 1.4884 1.2313
C -0.4591 -0.6321 2.2598
C -0.5731 -1.5561 3.2856
N -0.2268 -2.8290 3.1193
C 0.2313 -3.1858 1.9308
C 0.3696 -2.2717 0.8889
N 0.0252 -1.0033 1.0623
C -2.6168 3.3849 4.4515
C -2.5692 2.8549 5.7397
C -3.2288 3.5181 6.7624
N -3.9217 4.6401 6.5937
C -3.9670 5.1398 5.3626
C -3.3377 4.5642 4.2703
H 0.0310 4.5087 -3.7234
H 0.7493 2.2123 -2.9423
H -1.5912 5.2878 -0.0259
H -1.9654 4.4362 2.0129
H -1.7640 0.7969 4.2771
H -0.9472 -1.2768 4.2620
H 0.5023 -4.2247 1.7905
H 0.7445 -2.5611 -0.0849
H -2.0110 1.9618 5.9809
H -3.1931 3.1235 7.7710
H -4.5402 6.0506 5.2351
H -3.4547 5.0321 3.3035
C 7.8461 -1.3715 -1.6295
C 7.2942 0.0276 -1.8150
N 5.8093 0.0541 -1.7776
C 5.2176 0.3460 -0.6271
C 3.8454 0.3934 -0.4444
C 3.3636 0.7135 0.9439
O 4.1472 0.7689 1.8541
O 2.0761 0.9618 1.0735
C 3.0303 0.1130 -1.5346
O 1.7247 0.1408 -1.5011
C 3.6472 -0.2648 -2.7741
C 2.8752 -0.6363 -3.8913
C 3.4826 -0.9753 -5.0566
F 2.7057 -1.2822 -6.1067
C 4.8974 -0.9936 -5.2173
C 5.6495 -0.6512 -4.1046
C 5.0448 -0.2820 -2.8918
N 5.5122 -1.3534 -6.4167
C 4.7883 -1.9640 -7.5366
C 5.7888 -2.4446 -8.5888
N 7.0355 -2.9237 -7.8996
C 7.7702 -1.7725 -7.2343
C 6.7478 -0.7096 -6.8412
H 8.9346 -1.3371 -1.6459
H 7.5128 -2.0511 -2.4140
H 7.5399 -1.7873 -0.6702
H 7.6046 0.4894 -2.7506
H 7.6263 0.6935 -1.0215
H 5.8588 0.5606 0.2195
H 1.7941 -0.6563 -3.8353
H 6.7232 -0.7114 -4.1582
H 4.0967 -1.2793 -8.0326
H 4.2132 -2.8132 -7.1698
H 6.1065 -1.6607 -9.2730
H 5.3803 -3.2666 -9.1722
H 7.6512 -3.3993 -8.5610
H 6.7806 -3.6151 -7.1927
H 8.5006 -1.3970 -7.9483
H 8.2898 -2.1948 -6.3767
H 6.5504 -0.0359 -7.6808
H 7.1668 -0.0917 -6.0539
Br -0.6101 -2.8348 -4.5968
C -1.8444 -3.2391 -3.2269
C -2.4124 -4.5074 -3.2142
C -3.3138 -4.8555 -2.2222
C -3.6569 -3.9453 -1.2336
C -3.1009 -2.6752 -1.2401
C -2.2007 -2.3283 -2.2410
I -1.4420 -0.3947 -2.2364
H -2.1473 -5.2162 -3.9862
H -3.7521 -5.8439 -2.2291
H -4.3666 -4.2155 -0.4640
H -3.3826 -1.9514 -0.4883
```

## Properties
multiplicity: 5
gap between HOMO and LUMO (alpha / beta): 0.2423 / 0.2490 Eh
E: -6385.03842 Ha
charge: +3
F_max: 0.4 eV/Å
highest occupied orbital energy (alpha / beta): -0.5524 / -0.5533 Eh
LUMO (alpha / beta): -8.437 / -8.280 eV

=====

(5)
Density functional theory data (the ωB97M-V functional and the def2-TZVPD basis) for one molecule with the formula C2H5N.

```
8
Properties=species:S:1:pos:R:3
C -0.6477 -0.3124 -0.2980
C 0.2480 0.6426 0.3676
N 0.8028 -0.3233 -0.5935
H -1.3101 0.0792 -1.0483
H -1.0143 -1.1270 0.2868
H 0.4119 0.5157 1.4654
H 0.2146 1.6460 -0.0394
H 1.2947 -1.1207 -0.1406
```

## Properties
ΔE to the lowest compared entry with this formula, charge and spin: 18.5 kcal per mole
gap between HOMO and LUMO: 0.3985 Eh
E: -133.90396 Ha
SMILES: C1CN1
F_max: 1.2 eV/Å
highest occupied orbital energy: -0.3503 Eh
LUMO: 1.313 eV

=====

(6)
Density functional theory data (the ωB97M-V functional and the def2-TZVPD basis) for CH4FOPS as an isolated structure.

```
9
Properties=species:S:1:pos:R:3
C -0.9245 -0.2335 0.3219
O 0.8748 0.1643 -1.4010
F 1.5793 -0.8101 1.1129
P 0.5585 0.7094 -0.0042
S 1.1203 2.4421 0.4649
H -1.5452 -0.5420 -0.5855
H -0.6131 -1.2223 0.6567
H -1.5272 0.1604 1.0603
H 0.4770 -0.6683 -1.6260
```

## Properties
ΔE to the lowest compared entry with this formula, charge and spin: 45.4 kcal per mole
gap between HOMO and LUMO: 0.3853 Eh
E: -955.15821 Ha
F_max: 4.4 eV/Å
highest occupied orbital energy: -0.3832 Eh
LUMO: 0.057 eV